(1)
Here is a structure of composition C2H8BrClN2OSi2 at a distorted geometry from the OMol25 dataset. Energies are from ωB97M-V/def2-TZVPD.

Structure (ORCA input):
```
! RIJCOSX wB97M-V def2-TZVPD def2/J DEFGRID3
* xyz 0 1
N -0.866 -1.994 0.621
Si -1.985 -0.918 1.525
Cl -3.614 -2.190 2.226
O -2.761 0.334 0.563
Si -1.610 1.508 -0.059
Br -1.367 3.373 1.308
H -1.192 -2.218 -0.345
H 0.131 -1.687 0.656
H -1.321 -0.364 2.734
H -2.208 2.040 -1.311
H -0.305 0.924 -0.433
C 3.151 0.238 -1.683
C 2.289 0.124 -0.436
N 1.573 0.030 0.598
H 3.822 1.097 -1.595
H 3.748 -0.669 -1.807
H 2.517 0.370 -2.564
*
```

Output
Frontier orbital gap = 0.3822 Ha

=====

(2)
Here is a structure of composition C2H8BrCuN4O2 at a distorted geometry from the OMol25 dataset. Energies are from ωB97M-V/def2-TZVPD.

Structure (ORCA input):
```
! RIJCOSX wB97M-V def2-TZVPD def2/J DEFGRID3
* xyz 0 3
Cu 25.147 -10.546 -22.685
Br 22.626 -9.903 -23.651
C 24.042 -13.693 -22.938
O 24.783 -12.765 -22.585
N 22.938 -13.536 -23.574
N 24.306 -14.948 -22.820
H 22.557 -12.611 -23.709
H 22.528 -14.260 -24.147
H 25.066 -15.268 -22.237
H 23.614 -15.615 -23.130
C 19.982 -6.209 -23.110
O 19.212 -5.238 -22.953
N 20.769 -6.301 -24.105
N 19.967 -7.299 -22.389
H 21.228 -7.188 -24.253
H 20.808 -5.532 -24.759
H 20.415 -8.115 -22.781
H 19.401 -7.372 -21.556
*
```

Output
Frontier orbital gap (alpha / beta) = 0.2824 / 0.2064 Ha

=====

Number 1: total energy -105555.7425 eV. Number 2: total energy -126940.1495 eV.